# 1
{"formula": "C27H68AsBa2F6NO18P4", "method": "ωB97M-V with the def2-TZVPD basis set", "charge": 2, "lumo_energy_ev": -5.86, "e_above_lowest_kj_mol": 0.0, "e_homo_ev": -12.8, "homo_lumo_gap_ev": 6.97, "elements": ["Ba", "Ba", "O", "H", "As", "F", "F", "F", "F", "F", "F", "C", "O", "N", "C", "C", "H", "H", "H", "H", "H", "H", "H", "C", "C", "O", "P", "O", "O", "C", "C", "O", "C", "C", "H", "H", "H", "H", "H", "H", "H", "H", "H", "H", "H", "H", "H", "H", "H", "C", "C", "O", "P", "O", "O", "C", "C", "O", "C", "C", "H", "H", "H", "H", "H", "H", "H", "H", "H", "H", "H", "H", "H", "H", "H", "C", "C", "O", "P", "O", "O", "C", "C", "O", "C", "C", "H", "H", "H", "H", "H", "H", "H", "H", "H", "H", "H", "H", "H", "H", "H", "C", "C", "O", "P", "O", "O", "C", "C", "O", "C", "C", "H", "H", "H", "H", "H", "H", "H", "H", "H", "H", "H", "H", "H", "H", "H"], "positions_angstrom": [[-1.62, -0.84, 3.79], [-0.44, 3.11, 2.56], [-2.44, 1.33, 2.37], [-2.77, 1.19, 1.47], [0.21, 0.29, -0.21], [-1.34, 0.85, -0.66], [-0.44, -0.31, 1.32], [1.76, -0.19, 0.31], [0.84, 0.80, -1.70], [0.50, 1.90, 0.48], [-0.12, -1.26, -0.86], [1.56, -3.17, 3.44], [0.67, -2.32, 3.38], [2.32, -3.56, 2.41], [3.12, -4.77, 2.56], [1.84, -3.32, 1.06], [1.87, -3.67, 4.37], [2.55, -5.61, 2.14], [3.40, -4.99, 3.59], [3.96, -4.70, 1.88], [1.37, -4.22, 0.67], [1.07, -2.56, 1.03], [2.67, -3.04, 0.41], [2.83, 3.42, -1.34], [2.89, 4.60, -0.38], [2.02, 5.65, -0.87], [0.81, 6.11, 0.02], [0.11, 5.05, 0.78], [-0.14, 6.79, -1.00], [0.17, 7.99, -1.76], [0.40, 7.67, -3.23], [1.36, 7.30, 0.91], [1.96, 7.00, 2.19], [1.82, 8.22, 3.06], [3.34, 2.52, -1.01], [1.77, 3.15, -1.43], [3.19, 3.73, -2.32], [2.58, 4.26, 0.61], [3.91, 5.00, -0.35], [-0.73, 8.59, -1.66], [0.96, 8.56, -1.29], [-0.51, 7.87, -3.79], [1.08, 8.39, -3.69], [0.63, 6.63, -3.44], [1.56, 6.13, 2.70], [3.02, 6.77, 1.99], [1.97, 9.16, 2.52], [0.78, 8.30, 3.38], [2.43, 8.21, 3.96], [-3.10, -3.48, -1.97], [-2.40, -3.28, -0.64], [-2.79, -4.29, 0.32], [-3.35, -3.89, 1.72], [-2.45, -3.06, 2.57], [-3.70, -5.28, 2.34], [-2.69, -6.03, 3.06], [-3.20, -7.45, 3.16], [-4.70, -3.14, 1.48], [-5.76, -3.84, 0.72], [-6.87, -4.25, 1.64], [-3.21, -4.54, -2.18], [-4.09, -3.03, -1.99], [-2.55, -3.02, -2.79], [-1.33, -3.46, -0.83], [-2.37, -2.24, -0.29], [-1.77, -6.00, 2.46], [-2.52, -5.62, 4.05], [-4.07, -7.47, 3.81], [-3.53, -7.79, 2.17], [-2.44, -8.17, 3.44], [-6.07, -3.09, -0.01], [-5.35, -4.71, 0.22], [-6.54, -5.05, 2.30], [-7.31, -3.50, 2.29], [-7.71, -4.60, 1.04], [-3.48, -5.95, -5.07], [-2.52, -5.46, -6.14], [-2.17, -4.08, -5.89], [-3.10, -2.89, -6.32], [-4.24, -2.57, -5.47], [-2.04, -1.72, -6.47], [-1.84, -0.83, -5.37], [-0.61, -1.18, -4.58], [-3.44, -3.31, -7.81], [-4.16, -2.43, -8.71], [-3.70, -0.99, -8.71], [-4.28, -5.25, -4.80], [-3.93, -6.89, -5.40], [-3.01, -6.11, -4.09], [-1.62, -6.08, -6.18], [-3.08, -5.48, -7.07], [-1.73, 0.18, -5.79], [-2.75, -0.74, -4.78], [-0.31, -0.46, -3.82], [-0.68, -2.15, -4.06], [0.25, -1.41, -5.22], [-4.00, -2.90, -9.68], [-5.22, -2.54, -8.49], [-4.05, -0.51, -9.62], [-4.04, -0.45, -7.83], [-2.61, -0.94, -8.70], [5.00, 0.23, 2.78], [4.03, 1.13, 2.02], [4.31, 2.54, 2.31], [3.52, 3.28, 3.42], [2.07, 3.35, 3.16], [3.84, 2.50, 4.74], [2.79, 1.92, 5.56], [3.32, 1.77, 6.97], [4.13, 4.70, 3.50], [5.54, 4.99, 3.33], [6.34, 4.54, 4.54], [4.37, -0.44, 3.38], [5.63, -0.39, 2.15], [5.56, 0.81, 3.50], [4.07, 1.05, 0.94], [3.00, 0.93, 2.30], [1.86, 2.48, 5.57], [2.66, 0.91, 5.15], [4.33, 1.36, 7.04], [3.23, 2.70, 7.53], [2.65, 1.06, 7.47], [5.95, 4.56, 2.42], [5.65, 6.07, 3.26], [5.95, 4.99, 5.45], [6.31, 3.46, 4.66], [7.38, 4.87, 4.45]]}

---

# 2
{"formula": "C4H15N3O", "method": "ωB97M-V with the def2-TZVPD basis set", "charge": 1, "lumo_energy_ev": [-3.07, -7.90], "e_above_lowest_kj_mol": 58.7, "s_squared": 0.76, "e_homo_ev": [-13.8, -13.8], "spin_multiplicity": 2, "homo_lumo_gap_ev": [10.72, 5.86], "elements": ["C", "N", "C", "N", "C", "C", "N", "H", "H", "H", "H", "H", "H", "H", "H", "H", "H", "H", "H", "H", "H", "H", "O"], "positions_angstrom": [[0.80, 0.56, -0.83], [-0.17, 1.62, -0.88], [-1.47, 1.43, -1.50], [-2.20, 0.32, -0.94], [1.40, 0.32, 0.57], [0.35, 0.23, 1.65], [2.20, -0.88, 0.44], [1.62, 0.79, -1.52], [0.33, -0.34, -1.22], [-0.16, 2.23, -0.06], [-1.35, 1.21, -2.56], [-2.06, 2.33, -1.46], [-1.66, -0.47, -0.64], [-2.77, 0.49, -0.12], [2.16, 1.08, 0.75], [0.82, 0.28, 2.62], [-0.40, 1.03, 1.66], [-0.24, -0.69, 1.67], [1.70, -1.76, 0.45], [2.90, -0.92, 1.17], [-1.36, -2.78, 0.34], [0.17, -2.76, 0.23], [-0.60, -3.32, 0.17]]}

---

# 3
{"formula": "C21H51BrClI2N3O8P", "method": "ωB97M-V with the def2-TZVPD basis set", "charge": 1, "lumo_energy_ev": -2.69, "e_homo_ev": -10.7, "homo_lumo_gap_ev": 8.03, "elements": ["C", "C", "C", "C", "C", "C", "I", "C", "C", "I", "C", "Cl", "N", "O", "C", "C", "C", "Br", "C", "C", "C", "N", "C", "P", "C", "C", "C", "N", "C", "C", "O", "H", "H", "H", "H", "H", "H", "H", "H", "H", "H", "H", "H", "H", "H", "H", "H", "H", "H", "H", "H", "H", "H", "H", "H", "H", "H", "H", "H", "H", "H", "H", "H", "H", "H", "H", "H", "H", "H", "H", "O", "H", "H", "O", "H", "H", "O", "H", "H", "O", "H", "H", "O", "H", "H", "O", "H", "H"], "positions_angstrom": [[5.46, 0.70, -0.53], [4.66, 0.91, 0.77], [3.37, 0.04, 0.84], [2.28, 0.72, 1.71], [0.89, 1.19, 1.21], [0.70, 2.65, 1.84], [0.12, 4.23, 0.57], [0.86, 3.03, 3.12], [0.73, 4.44, 3.66], [1.25, 1.68, 4.70], [-0.26, 0.34, 1.88], [-1.72, 1.24, 2.29], [-0.65, -0.96, 1.17], [0.28, -1.89, 1.73], [-2.00, -1.48, 1.56], [-2.35, -1.76, 3.03], [-1.48, -1.33, 4.21], [-4.17, -1.00, 3.35], [-0.47, -0.87, -0.36], [0.90, -1.42, -0.76], [-1.46, -1.84, -1.08], [-1.12, -2.03, -2.49], [-0.54, 0.64, -0.73], [-1.05, 1.05, -2.52], [-2.79, 0.43, -2.70], [-1.54, 2.82, -2.42], [-2.69, 3.11, -1.42], [0.66, 1.28, -0.25], [1.78, 1.60, -1.10], [1.66, 2.56, -2.29], [1.84, 2.17, -3.43], [6.50, 0.99, -0.39], [5.43, -0.32, -0.88], [5.07, 1.33, -1.33], [4.31, 1.94, 0.72], [5.28, 0.75, 1.64], [3.68, -0.90, 1.28], [3.14, -0.18, -0.18], [2.78, 1.58, 2.14], [2.16, 0.07, 2.57], [1.47, 5.06, 3.16], [-0.27, 4.83, 3.49], [0.95, 4.46, 4.72], [0.13, 0.00, 2.82], [0.02, -2.76, 1.39], [-2.14, -2.45, 1.09], [-2.76, -0.86, 1.09], [-2.57, -2.81, 3.18], [-0.43, -1.58, 4.05], [-1.57, -0.28, 4.46], [-1.80, -1.89, 5.08], [1.69, -1.18, -0.06], [1.16, -1.04, -1.74], [0.88, -2.51, -0.83], [-2.50, -1.61, -0.94], [-1.31, -2.81, -0.59], [-0.57, -2.87, -2.60], [-1.98, -2.26, -2.96], [-1.43, 1.02, -0.22], [-2.77, -0.41, -3.38], [-3.40, 1.20, -3.16], [-3.26, 0.16, -1.76], [-1.94, 2.98, -3.42], [-0.71, 3.50, -2.31], [-3.63, 3.15, -1.96], [-2.80, 2.32, -0.68], [-2.58, 4.08, -0.93], [2.54, 2.10, -0.49], [2.29, 0.74, -1.52], [1.49, 3.63, -2.09], [4.83, -2.35, -0.34], [4.41, -2.49, -1.19], [5.48, -3.06, -0.29], [-4.83, 1.90, 0.71], [-5.75, 1.92, 1.01], [-4.35, 1.53, 1.46], [-1.80, -3.40, -5.04], [-0.88, -3.65, -4.90], [-1.74, -2.62, -5.60], [-3.62, -3.97, 0.61], [-4.02, -3.85, -0.27], [-4.30, -3.65, 1.22], [4.81, 1.30, -4.94], [4.46, 1.38, -5.83], [4.11, 1.63, -4.38], [-3.48, -6.86, 0.92], [-3.57, -7.25, 1.79], [-3.50, -5.91, 1.05]]}

---

Number 1: electronic energy -6730.354101 Ha, molecular weight 1282.3 g mol⁻¹. Number 2: electronic energy -400.573728 Ha, molecular weight 121.2 g mol⁻¹. Number 3: electronic energy -5567.458297 Ha, molecular weight 873.8 g mol⁻¹.